Molecular formula: C22H27N4
Method: DFT, ωB97M-V/def2-TZVPD

Structure (XYZ):
```
53
Properties=species:S:1:pos:R:3:forces:R:3:lowdin_charge:R:1
C -2.8265 -2.5418 -0.5643 0.0 -0.7 -0.6 -0.012
C -2.3900 -1.2502 -0.0090 -0.3 1.0 0.3 -0.235
N -3.3112 -0.3410 0.4369 0.1 -0.4 0.1 -0.045
C -4.7482 -0.4956 0.2992 -0.1 -0.1 0.0 0.004
C -2.6652 0.7310 1.0471 0.6 -0.5 -0.4 -0.153
C -1.2594 0.4693 0.9780 -1.1 0.6 -0.3 -0.089
C -0.4191 1.3544 1.6542 0.3 0.5 0.1 -0.021
C -0.9484 2.5310 2.2139 0.0 -0.5 -0.2 -0.066
C -2.3295 2.7977 2.1707 -0.1 -0.5 -0.3 -0.071
C -3.2213 1.8753 1.6027 0.3 0.3 0.3 -0.007
C -1.1115 -0.7451 0.1842 0.7 -0.1 0.4 -0.115
C 0.1101 -1.3071 -0.4337 -0.6 2.5 6.7 -0.047
C 1.4317 -0.7890 0.0532 -0.2 -0.5 -0.7 -0.115
C 2.3715 -1.4901 0.8253 0.2 0.6 -0.5 -0.192
C 2.2798 -2.8280 1.4574 -0.1 -0.7 0.0 0.000
N 3.4965 -0.7197 0.9827 -0.3 -0.1 -0.1 -0.044
C 4.6728 -1.1076 1.7555 -0.1 -0.1 0.1 0.009
C 3.3224 0.4988 0.3348 -0.8 -0.1 0.0 -0.153
C 2.0127 0.4842 -0.2418 0.8 0.5 0.2 -0.160
C 1.5364 1.6418 -0.8637 0.7 0.6 -0.2 -0.052
C 2.3858 2.7641 -0.9329 -0.4 -0.4 -0.2 -0.069
C 3.6707 2.7515 -0.3619 0.3 -0.6 0.3 -0.069
C 4.1598 1.6103 0.3028 -0.5 0.3 -0.5 0.004
H -1.9521 -3.1662 -0.7814 -0.2 0.0 0.0 0.086
H -3.4756 -3.1216 0.1116 0.2 0.4 -0.1 0.104
H -3.3891 -2.4115 -1.5011 0.0 -0.1 0.2 0.089
H -5.2244 0.4157 0.6701 0.0 -0.3 -0.1 0.084
H -5.0304 -0.6409 -0.7561 0.1 0.1 0.3 0.102
H -5.1117 -1.3589 0.8780 0.1 0.3 -0.1 0.104
H 0.6439 1.1248 1.7473 -0.4 0.3 -0.1 0.110
H -0.2699 3.2550 2.6786 -0.3 -0.4 -0.1 0.110
H -2.7063 3.7192 2.6014 0.0 -0.1 -0.1 0.105
H -4.3047 2.0322 1.5829 0.5 0.1 0.1 0.108
H 0.1072 -2.3533 -0.0628 -0.3 -0.5 -2.0 0.146
H 1.3004 -3.2570 1.2187 0.2 -0.1 0.2 0.075
H 3.0492 -3.5216 1.0745 -0.2 0.3 0.1 0.102
H 2.3684 -2.8225 2.5610 0.0 0.2 -0.5 0.106
H 5.4148 -0.3012 1.6980 -0.3 -0.4 0.1 0.087
H 4.3950 -1.2765 2.8081 0.2 0.1 -0.3 0.105
H 5.1113 -2.0337 1.3518 -0.1 0.4 0.1 0.103
H 0.5210 1.6686 -1.2666 0.3 0.3 0.2 0.105
H 2.0406 3.6695 -1.4492 0.1 -0.4 0.3 0.110
H 4.3004 3.6413 -0.4218 -0.2 -0.3 0.0 0.109
H 5.1405 1.5625 0.7749 -0.2 0.3 -0.2 0.107
C -1.5471 0.5701 -3.8768 0.3 0.1 0.0 -0.059
N -1.3274 -0.3650 -2.7874 -2.3 -0.1 1.3 -0.114
N -0.1076 -0.6390 -2.2680 2.1 -3.0 -1.0 0.068
H -2.6326 0.6965 -3.9928 0.4 0.0 0.2 0.097
H -1.1075 1.5442 -3.6425 -0.1 -0.1 0.0 0.086
H -1.1394 0.2088 -4.8282 0.1 0.1 0.1 0.085
H -1.9438 -1.1618 -2.7672 0.3 -0.1 -0.4 0.114
H 0.6137 0.0638 -2.4303 0.1 -0.7 0.5 0.128
H 0.0438 -1.6358 -1.8160 0.2 1.6 -3.3 0.138
```
Positions in Å, forces in eV/Å.

Calculated total energy: -1073.18348 Ha
Orbital gap: 0.2464 hartree
Energy above the lowest of the compared OMol25 structures with the same formula, charge and spin: 4.300 eV
Highest occupied orbital energy: -10.54 eV
Net charge: +1
E_LUMO: -3.839 eV